P | {
  "formula": "C3H8N2O",
  "method": "wB97M-V/def2-TZVPD",
  "symbols": ["H", "C", "C", "H", "N", "H", "N", "H", "H", "H", "H", "H", "O", "C"],
  "coordinates": [[-1.124, -0.406, 1.822], [-0.488, -0.254, -0.827], [-1.859, -0.115, 1.018], [0.506, -0.251, 1.097], [1.994, -0.457, -0.381], [-2.766, -0.525, 1.471], [-1.544, -0.837, -0.142], [-0.677, 0.675, -1.377], [1.889, 1.608, 0.126], [-1.872, 0.977, 0.954], [-0.319, -0.994, -1.610], [2.033, -1.436, -0.677], [0.944, 1.465, 0.106], [0.809, 0.031, 0.071]],
  "lowdin_charge": [0.11, -0.20, -0.16, 0.12, 0.13, 0.08, 0.00, 0.15, 0.07, 0.10, 0.11, 0.05, -0.06, -0.51],
  "lumo_energy_ev": -2.29
}



Q | {
  "formula": "C3H8N2O",
  "method": "wB97M-V/def2-TZVPD",
  "symbols": ["H", "H", "H", "H", "H", "N", "C", "C", "H", "O", "C", "H", "H", "N"],
  "coordinates": [[2.597, -0.176, 0.655], [-0.057, 1.337, 0.581], [-0.478, -1.567, -1.132], [0.309, -0.205, 1.358], [-3.276, -0.236, 0.392], [-1.443, -1.361, -0.845], [-1.334, -0.402, -0.002], [-0.009, 0.158, 0.362], [2.847, -0.251, -1.209], [0.971, -0.216, -0.602], [2.237, 0.175, -0.364], [2.349, 1.265, -0.428], [-2.337, 1.272, 0.594], [-2.376, 0.207, 0.640]],
  "lowdin_charge": [0.11, 0.16, 0.05, 0.13, 0.11, 0.13, -0.54, -0.18, 0.11, -0.21, -0.16, 0.08, 0.13, 0.08],
  "lumo_energy_ev": 0.86,
  "smiles": "[H]/N=C(/N)COC"
}



R | {
  "formula": "C3H8N2O",
  "method": "wB97M-V/def2-TZVPD",
  "symbols": ["H", "O", "H", "H", "H", "C", "H", "N", "C", "C", "H", "H", "N", "H"],
  "coordinates": [[0.087, -1.534, -1.062], [-1.012, -1.467, 0.924], [0.598, 0.786, 2.247], [-0.476, -0.276, 3.114], [-1.347, 0.919, -0.623], [-0.441, 0.753, -0.021], [-0.282, 1.723, 0.459], [0.739, 0.569, -0.898], [0.678, -0.760, -1.529], [-0.623, -0.335, 1.084], [1.679, -1.069, -1.829], [0.060, -0.720, -2.453], [-0.239, 0.231, 2.275], [0.578, 1.180, -1.687]],
  "lowdin_charge": [0.06, 0.06, 0.10, 0.10, 0.12, -0.17, 0.10, -0.11, -0.14, -0.51, 0.07, 0.08, 0.14, 0.09],
  "lumo_energy_ev": 0.95,
  "smiles": "CNCC(N)=O"
}



S | {
  "formula": "C3H8N2O",
  "method": "wB97M-V/def2-TZVPD",
  "symbols": ["O", "N", "H", "H", "H", "C", "N", "H", "C", "H", "H", "H", "H", "C"],
  "coordinates": [[-0.589, 1.450, 0.137], [-0.538, 0.078, -0.193], [2.696, -0.659, 0.129], [1.705, 0.280, -1.212], [0.153, 1.922, -0.661], [-1.815, -0.576, -0.158], [-2.944, -0.011, 0.159], [0.695, -0.794, 1.463], [1.874, 0.058, -0.038], [-1.690, -1.610, -0.676], [0.540, -1.598, -0.127], [1.985, 1.090, 0.462], [-2.652, 0.981, 0.392], [0.580, -0.612, 0.323]],
  "lowdin_charge": [-0.10, -0.25, 0.07, 0.12, 0.24, -0.25, 0.07, 0.14, -0.12, 0.14, 0.11, 0.09, 0.05, -0.33],
  "lumo_energy_ev": 0.40,
  "smiles": "[H]/N=C\\N(O)CC"
}



Q: Which of them is the most stable? A: R.



P | {
  "formula": "C3H8N2O",
  "method": "wB97M-V/def2-TZVPD",
  "symbols": ["C", "C", "H", "H", "H", "H", "H", "H", "N", "O", "C", "H", "N", "H"],
  "coordinates": [[2.631, 0.987, 1.447], [-2.134, -0.562, -0.051], [1.330, 2.091, 0.221], [2.975, 1.824, 2.031], [-1.360, -0.777, -1.949], [0.767, 0.207, -1.147], [2.212, -0.578, -0.611], [2.886, -0.009, 1.791], [1.570, 0.192, -0.557], [-2.489, -1.687, 0.170], [1.880, 1.163, 0.366], [-1.063, 0.756, -1.212], [-1.546, -0.122, -1.203], [-2.200, 0.281, 0.664]],
  "lowdin_charge": [-0.04, -0.42, 0.10, 0.04, 0.11, 0.03, 0.09, 0.05, 0.04, 0.03, -0.32, 0.07, 0.10, 0.13],
  "lumo_energy_ev": 0.72,
  "smiles": "C=CN.NC=O"
}



Q | {
  "formula": "C3H8N2O",
  "method": "wB97M-V/def2-TZVPD",
  "symbols": ["H", "N", "H", "H", "C", "O", "H", "H", "N", "H", "C", "C", "H", "H"],
  "coordinates": [[3.649, -0.141, -0.955], [-2.667, 1.093, 0.166], [0.780, -1.226, -0.378], [-2.131, 1.980, 1.932], [-1.930, 1.067, 1.362], [1.780, -1.838, -2.084], [0.937, -1.861, -2.535], [-2.359, 0.374, -0.469], [-0.948, 0.296, 1.461], [-3.664, 1.213, 0.265], [2.687, -0.364, -0.497], [1.667, -1.067, -0.951], [2.557, 0.256, 0.404], [-0.358, 0.218, 2.276]],
  "lowdin_charge": [0.06, 0.04, 0.08, 0.11, -0.38, -0.02, 0.08, 0.07, 0.07, 0.07, 0.00, -0.29, 0.05, 0.04],
  "lumo_energy_ev": 0.90,
  "smiles": "[H]/N=C/N.C=CO"
}



Q: Which of them is the most stable? A: P.



P | {
  "formula": "C3H8N2O",
  "method": "wB97M-V/def2-TZVPD",
  "symbols": ["H", "H", "C", "H", "O", "N", "H", "C", "N", "C", "H", "H", "H", "H"],
  "coordinates": [[2.810, -1.331, -1.651], [-2.375, 1.306, 0.018], [1.337, -0.309, -0.688], [-1.839, 2.098, 1.592], [1.990, 0.742, -0.655], [1.920, -1.500, -1.196], [1.331, -2.331, -1.379], [-0.071, -0.324, -0.069], [-0.343, 0.893, 0.638], [-1.784, 1.201, 0.975], [-0.144, -1.245, 0.534], [0.278, 0.888, 1.457], [-2.287, 0.335, 1.436], [-0.825, -0.423, -1.014]],
  "lowdin_charge": [0.10, 0.08, -0.49, 0.07, 0.02, 0.12, 0.10, -0.22, -0.14, -0.11, 0.11, 0.12, 0.06, 0.17],
  "lumo_energy_ev": 0.87,
  "smiles": "CNCC(N)=O"
}



Q | {
  "formula": "C3H8N2O",
  "method": "wB97M-V/def2-TZVPD",
  "symbols": ["H", "H", "H", "H", "C", "O", "H", "H", "H", "C", "C", "H", "N", "N"],
  "coordinates": [[-0.919, 3.282, 0.924], [0.555, -1.244, -2.051], [-0.983, -2.703, -0.961], [1.917, -1.733, -0.875], [-0.900, -1.975, -0.142], [0.155, 2.450, -0.615], [-0.040, 0.518, 1.159], [-1.800, -1.919, 0.470], [1.294, -0.053, -1.180], [-0.257, 2.499, 0.513], [1.049, -1.118, -1.082], [-0.094, 1.689, 2.407], [-0.050, 1.501, 1.421], [0.073, -1.196, 0.012]],
  "lowdin_charge": [0.12, 0.08, 0.08, 0.08, -0.07, 0.01, 0.05, 0.07, 0.06, -0.43, -0.12, 0.08, 0.10, -0.10],
  "lumo_energy_ev": 1.04,
  "smiles": "C=NC.NC=O"
}



R | {
  "formula": "C3H8N2O",
  "method": "wB97M-V/def2-TZVPD",
  "symbols": ["O", "H", "H", "H", "C", "H", "H", "C", "H", "C", "H", "N", "N", "H"],
  "coordinates": [[0.003, 1.695, 2.072], [1.986, 1.277, -1.157], [2.359, 1.918, 0.587], [0.372, -0.328, -0.249], [1.600, 1.609, -0.208], [-2.380, -1.354, -1.988], [1.049, 2.530, -0.421], [-1.569, -2.147, -2.048], [-0.301, -3.200, -1.085], [-0.072, 0.697, 1.341], [-0.683, -0.184, 1.645], [-0.780, -2.281, -1.012], [0.690, 0.517, 0.226], [-1.547, -2.826, -2.911]],
  "lowdin_charge": [-0.03, 0.06, 0.11, 0.08, -0.08, 0.08, 0.08, -0.11, 0.05, -0.38, 0.13, -0.01, -0.04, 0.06],
  "lumo_energy_ev": 0.66,
  "smiles": "CNC=O.C=N"
}



S | {
  "formula": "C3H8N2O",
  "method": "wB97M-V/def2-TZVPD",
  "symbols": ["H", "H", "C", "H", "H", "H", "N", "H", "C", "H", "H", "O", "C", "N"],
  "coordinates": [[-2.654, -2.266, 1.038], [1.875, 2.375, -1.757], [-1.828, -1.992, 0.397], [-0.537, -3.193, 1.487], [-0.526, 2.619, 0.326], [2.285, 0.712, -1.618], [0.423, 2.278, 0.423], [0.290, -2.114, 0.221], [-0.619, -2.487, 0.669], [0.630, 2.236, 1.407], [-1.952, -1.181, -0.304], [0.022, 0.264, -0.613], [0.739, 1.217, -0.455], [1.853, 1.530, -1.223]],
  "lowdin_charge": [0.04, 0.09, -0.08, 0.04, 0.08, 0.09, 0.10, 0.03, -0.08, 0.08, 0.03, 0.07, -0.61, 0.13],
  "lumo_energy_ev": 0.81,
  "smiles": "NC(N)=O.C=C"
}



Q: Which of them is the most stable? A: P.



P | {
  "formula": "C3H8N2O",
  "method": "wB97M-V/def2-TZVPD",
  "symbols": ["C", "H", "H", "H", "H", "H", "C", "N", "O", "C", "H", "H", "N", "H"],
  "coordinates": [[0.984, 0.975, 0.640], [1.401, -1.653, 0.470], [0.211, 1.778, 0.911], [0.365, 0.379, -1.367], [-1.920, 1.072, -1.101], [1.311, 0.423, 1.589], [-0.999, -0.450, 0.105], [1.377, -1.134, -0.422], [-1.139, -1.434, 0.790], [0.435, -0.052, -0.348], [1.886, 1.485, 0.236], [-2.980, 0.071, -0.132], [-1.994, 0.384, -0.297], [1.064, -1.844, -1.074]],
  "lowdin_charge": [-0.08, 0.09, 0.10, 0.14, 0.13, 0.10, -0.55, 0.03, 0.06, -0.43, 0.08, 0.13, 0.13, 0.08],
  "lumo_energy_ev": 0.79,
  "smiles": "C[C@@H](N)C(N)=O"
}



Q | {
  "formula": "C3H8N2O",
  "method": "wB97M-V/def2-TZVPD",
  "symbols": ["H", "H", "H", "H", "H", "C", "H", "C", "O", "N", "C", "H", "H", "N"],
  "coordinates": [[-1.437, 3.341, 2.293], [0.439, 3.083, 1.574], [-0.353, -0.215, 0.835], [2.485, -2.325, -1.098], [0.660, -2.296, -2.618], [0.659, -1.806, -1.671], [1.896, -0.974, -0.285], [-0.594, 2.762, 1.838], [-0.608, 0.721, 0.525], [1.913, -1.443, -1.271], [-0.987, 1.513, 1.492], [-1.293, -1.442, -1.517], [-1.914, 1.210, 1.988], [-0.497, -1.552, -0.919]],
  "lowdin_charge": [0.06, 0.06, 0.11, 0.12, 0.09, -0.31, 0.13, 0.00, -0.05, 0.02, -0.38, 0.01, 0.10, 0.04],
  "lumo_energy_ev": 0.84,
  "smiles": "[H]/N=C/N.C=CO"
}



R | {
  "formula": "C3H8N2O",
  "method": "wB97M-V/def2-TZVPD",
  "symbols": ["H", "H", "C", "H", "N", "H", "N", "H", "C", "H", "O", "H", "C", "H"],
  "coordinates": [[-1.328, -0.720, -1.663], [1.875, 0.693, 1.337], [-1.613, -0.292, -0.645], [2.199, -0.844, 1.731], [1.440, -0.226, 1.605], [-2.592, 0.266, -0.907], [0.882, 0.791, -0.963], [1.109, 1.761, -0.600], [0.255, -0.739, 0.925], [-0.481, 1.224, 0.351], [-0.206, -1.890, 0.996], [-1.954, -1.183, -0.052], [-0.305, 0.295, -0.164], [0.721, 0.865, -1.950]],
  "lowdin_charge": [0.09, 0.10, -0.08, 0.06, 0.11, 0.10, 0.01, 0.09, -0.39, 0.11, 0.02, 0.08, -0.36, 0.05],
  "lumo_energy_ev": 0.73,
  "smiles": "C[C@H](N)C(N)=O"
}



Q: Which of them is the most stable? A: P.



P | {
  "formula": "C5H5NOS",
  "method": "wB97M-V/def2-TZVPD",
  "symbols": ["C", "C", "H", "N", "S", "O", "H", "C", "H", "C", "H", "H", "C"],
  "coordinates": [[0.215, -0.160, -0.526], [1.932, 2.284, 0.313], [0.175, 0.010, -1.545], [2.042, 1.116, 0.212], [0.592, 2.787, 1.623], [0.757, 1.765, 2.669], [2.120, -0.794, 0.275], [1.577, -0.019, -0.034], [-0.187, -1.190, -0.426], [-0.411, 2.162, 0.255], [-1.901, 0.840, 0.056], [-0.958, 0.356, 1.320], [-0.808, 0.779, 0.326]],
  "lowdin_charge": [-0.10, -0.16, 0.09, -0.01, 0.87, -0.55, 0.09, -0.11, 0.13, -0.19, 0.13, 0.09, -0.27],
  "lumo_energy_ev": [-1.39, -1.39]
}



Q | {
  "formula": "C5H5NOS",
  "method": "wB97M-V/def2-TZVPD",
  "symbols": ["C", "H", "H", "C", "N", "C", "O", "H", "H", "C", "C", "S", "H"],
  "coordinates": [[-0.258, 0.254, 1.022], [-0.547, 0.510, -2.065], [-0.940, 1.948, -0.019], [-0.247, 0.251, -1.010], [-0.089, 1.372, 0.001], [1.035, -0.542, 0.732], [0.803, -1.748, 0.001], [1.900, -0.500, -1.372], [-0.564, 0.509, 2.057], [-1.232, -0.297, 0.006], [1.029, -0.540, -0.731], [-2.787, -0.713, -0.001], [1.897, -0.502, 1.380]],
  "lowdin_charge": [-0.21, 0.16, 0.12, -0.22, 0.07, -0.18, 0.01, 0.15, 0.15, -0.74, -0.18, 0.71, 0.15],
  "lumo_energy_ev": 0.19
}



R | {
  "formula": "C5H5NOS",
  "method": "wB97M-V/def2-TZVPD",
  "symbols": ["S", "C", "H", "C", "N", "H", "C", "O", "H", "C", "H", "C", "H"],
  "coordinates": [[-0.697, -0.230, 1.075], [0.690, -1.469, -1.017], [-1.670, 2.387, 1.200], [-1.074, 0.918, -0.183], [1.847, -1.243, 0.956], [0.456, -2.196, -3.183], [-1.575, 2.135, 0.118], [2.003, -0.761, 2.222], [-1.793, 2.866, -0.661], [0.760, -0.958, 0.305], [1.290, -0.156, 2.475], [0.576, -1.861, -2.153], [-0.811, 0.569, -1.153]],
  "lowdin_charge": [0.97, -0.16, 0.06, -0.50, 0.01, 0.05, -0.06, -0.06, 0.06, -0.59, 0.04, 0.14, 0.04],
  "lumo_energy_ev": 0.36,
  "smiles": "C#C/C(=N/O)SC=C"
}



Q: Which of them is the most stable? A: Q.



P | {
  "formula": "C5H5NOS",
  "method": "wB97M-V/def2-TZVPD",
  "symbols": ["C", "C", "H", "H", "C", "N", "S", "H", "H", "C", "O", "C", "H"],
  "coordinates": [[0.053, 0.513, -1.176], [-0.636, 1.202, -0.206], [-0.572, 0.725, 1.945], [1.566, -0.631, 1.461], [-0.285, 0.323, 0.994], [1.295, -0.017, 0.725], [-1.344, -2.500, 0.715], [1.269, -1.442, -0.975], [-1.518, 1.781, -0.456], [-0.569, -1.106, 0.403], [0.471, 1.736, -0.838], [0.620, -0.717, -0.386], [-0.349, 0.131, -2.207]],
  "lowdin_charge": [-0.31, -0.23, 0.13, 0.09, -0.12, 0.12, 0.71, 0.16, 0.17, -0.69, 0.09, -0.32, 0.19],
  "lumo_energy_ev": -0.34
}



Q | {
  "formula": "C5H5NOS",
  "method": "wB97M-V/def2-TZVPD",
  "symbols": ["H", "N", "H", "H", "H", "S", "O", "C", "C", "C", "H", "C", "C"],
  "coordinates": [[0.077, -1.531, -1.208], [1.592, 0.184, 0.202], [3.550, -1.489, 0.614], [-0.182, 1.298, 1.818], [-0.247, 2.270, 0.203], [2.342, -1.171, -0.621], [-2.894, 1.398, 0.808], [0.356, 0.268, -0.011], [-0.512, 1.233, 0.750], [-1.792, -0.344, -0.433], [-2.641, -1.014, -0.437], [-1.911, 0.691, 0.526], [-0.478, -0.727, -0.653]],
  "lowdin_charge": [0.07, -0.29, 0.04, 0.14, 0.19, 0.60, 0.07, -0.51, -0.05, 0.02, 0.12, -0.40, 0.00],
  "lumo_energy_ev": -1.15
}



Q: Which of them is the most stable? A: Q.



P | {
  "formula": "C5H5NOS",
  "method": "wB97M-V/def2-TZVPD",
  "symbols": ["N", "H", "C", "H", "C", "S", "C", "H", "H", "H", "C", "O", "C"],
  "coordinates": [[-0.463, 0.283, 2.222], [-0.040, 1.440, -0.577], [1.486, 0.040, -0.030], [-0.076, -1.695, -1.193], [-1.316, 0.140, 1.383], [-1.903, -0.397, -2.050], [2.552, -0.311, 0.320], [0.457, 0.537, 2.255], [-1.732, 0.847, -1.926], [3.519, -0.635, 0.524], [-0.312, -0.639, -1.307], [-2.354, 0.047, 0.902], [0.182, 0.343, -0.521]],
  "lowdin_charge": [0.22, 0.14, -0.20, 0.09, -0.48, 0.82, 0.13, 0.03, -0.17, 0.02, -0.45, 0.12, -0.27],
  "lumo_energy_ev": 0.28,
  "smiles": "C#C/C=C/S.N=C=O"
}



Q | {
  "formula": "C5H5NOS",
  "method": "wB97M-V/def2-TZVPD",
  "symbols": ["N", "H", "H", "C", "O", "C", "C", "H", "H", "H", "C", "S", "C"],
  "coordinates": [[-3.111, 0.204, 0.921], [2.267, 1.195, -0.169], [-2.405, -1.174, -2.002], [-1.969, -0.929, -1.022], [3.099, -1.458, 0.263], [-2.577, -0.321, 0.009], [1.657, 0.510, 0.405], [-0.338, 1.524, -0.367], [1.710, 0.655, 1.575], [-0.366, 0.694, 1.128], [2.112, -0.801, 0.209], [-0.193, -0.764, -1.010], [0.115, 0.665, 0.059]],
  "lowdin_charge": [0.15, 0.13, 0.07, -0.39, 0.12, -0.41, -0.24, 0.06, 0.18, 0.12, -0.30, 0.95, -0.44],
  "lumo_energy_ev": [-1.35, -0.21]
}



R | {
  "formula": "C5H5NOS",
  "method": "wB97M-V/def2-TZVPD",
  "symbols": ["C", "O", "H", "H", "C", "C", "H", "C", "H", "S", "C", "H", "N"],
  "coordinates": [[0.220, 1.850, -0.432], [2.421, 1.560, 0.483], [0.173, 2.883, -0.503], [-1.848, -1.861, 0.411], [1.481, 1.099, -0.144], [-0.851, 1.096, -0.473], [3.195, -0.268, 0.704], [-0.666, -0.297, -0.264], [0.042, -2.149, 0.013], [2.678, -1.152, -0.130], [-0.791, -1.560, 0.093], [-1.762, 1.604, -0.756], [1.516, -0.143, -0.648]],
  "lowdin_charge": [0.03, -0.01, 0.10, 0.11, -0.64, -0.09, -0.12, 0.01, 0.00, 0.83, 0.05, 0.12, -0.40],
  "lumo_energy_ev": [-0.66, -0.66]
}



S | {
  "formula": "C5H5NOS",
  "method": "wB97M-V/def2-TZVPD",
  "symbols": ["C", "N", "O", "C", "H", "H", "H", "C", "H", "H", "C", "S", "C"],
  "coordinates": [[0.688, -0.216, -1.462], [-0.049, -1.338, 2.440], [-1.084, -2.213, 2.209], [1.370, -1.073, -1.991], [0.400, 2.419, -1.940], [0.788, 0.393, 1.926], [1.945, -1.851, -2.420], [-0.164, 0.747, -0.813], [-1.649, -1.737, 1.562], [-0.803, 2.849, -0.647], [-0.188, 2.077, -1.108], [-1.230, 0.213, 0.535], [-0.024, -0.269, 1.709]],
  "lowdin_charge": [-0.15, -0.06, -0.08, 0.15, 0.07, 0.08, 0.03, -0.61, 0.02, 0.07, 0.02, 0.95, -0.48],
  "lumo_energy_ev": -0.02,
  "smiles": "C#CC(=C)S/C=N\\O"
}



Q: Which of them is the most stable? A: P.